{
  "formula": "C59H49ClFeIN3OP2S2",
  "method": "ωB97M-V/def2-TZVPD",
  "homo_ev": [-5.72, -6.90],
  "charge": 0,
  "lumo_energy_ev": [-0.200, -0.181],
  "s2": 6.099,
  "multiplicity": 5,
  "species": ["Fe", "O", "S", "C", "C", "C", "C", "C", "C", "C", "C", "C", "C", "P", "C", "C", "C", "C", "C", "C", "C", "C", "C", "C", "C", "C", "C", "C", "C", "C", "C", "C", "C", "C", "C", "C", "C", "C", "P", "C", "C", "C", "C", "C", "C", "C", "C", "C", "C", "C", "C", "C", "C", "H", "H", "H", "H", "H", "H", "H", "H", "H", "H", "H", "H", "H", "H", "H", "H", "H", "H", "H", "H", "H", "H", "H", "H", "H", "H", "H", "H", "H", "H", "H", "H", "H", "H", "H", "H", "I", "C", "C", "C", "N", "N", "C", "N", "S", "H", "H", "H", "H", "H", "H", "H", "Cl", "C", "C", "C", "C", "C", "C", "C", "H", "H", "H", "H", "H", "H"],
  "positions_angstrom": [[-20.46, -7.06, 9.06], [-21.11, -4.19, 8.71], [-21.76, -5.49, 9.18], [-22.46, -4.96, 10.76], [-22.79, -3.63, 10.71], [-23.49, -3.00, 11.72], [-23.84, -3.73, 12.83], [-24.63, -3.47, 14.05], [-24.59, -4.78, 14.89], [-23.76, -5.76, 14.12], [-23.20, -6.97, 14.39], [-22.29, -7.53, 13.45], [-22.09, -6.99, 12.17], [-20.95, -7.91, 11.06], [-21.56, -9.59, 11.07], [-20.76, -10.48, 10.36], [-21.07, -11.85, 10.28], [-22.22, -12.33, 10.89], [-23.00, -11.42, 11.62], [-22.74, -10.05, 11.71], [-19.47, -7.83, 12.12], [-19.05, -6.54, 12.52], [-18.18, -6.44, 13.61], [-17.56, -7.55, 14.17], [-17.86, -8.82, 13.62], [-18.82, -8.96, 12.64], [-22.69, -5.75, 11.90], [-23.39, -5.10, 12.93], [-23.30, -5.75, 8.21], [-24.50, -5.42, 8.80], [-25.70, -5.29, 8.10], [-25.70, -5.44, 6.73], [-26.80, -5.45, 5.72], [-26.13, -6.17, 4.48], [-24.70, -6.38, 4.81], [-23.62, -6.92, 4.13], [-22.36, -6.98, 4.76], [-22.11, -6.55, 6.08], [-20.40, -6.55, 6.65], [-19.50, -7.75, 5.64], [-19.80, -9.12, 5.88], [-19.11, -10.10, 5.14], [-18.00, -9.76, 4.36], [-17.72, -8.44, 4.13], [-18.51, -7.42, 4.65], [-19.57, -4.98, 6.35], [-18.18, -4.97, 6.55], [-17.52, -3.77, 6.34], [-18.15, -2.62, 5.85], [-19.55, -2.63, 5.74], [-20.25, -3.83, 5.91], [-23.22, -6.05, 6.82], [-24.50, -5.93, 6.14], [-22.54, -3.06, 9.82], [-23.83, -1.93, 11.67], [-25.68, -3.24, 13.85], [-24.31, -2.56, 14.61], [-25.56, -5.23, 15.12], [-24.08, -4.58, 15.86], [-23.28, -7.43, 15.37], [-21.73, -8.42, 13.73], [-19.84, -10.12, 9.87], [-20.36, -12.45, 9.74], [-22.52, -13.38, 10.77], [-23.86, -11.72, 12.25], [-23.37, -9.41, 12.27], [-19.39, -5.69, 11.90], [-18.00, -5.47, 14.03], [-16.67, -7.43, 14.80], [-17.32, -9.71, 13.98], [-18.89, -9.95, 12.19], [-24.57, -5.33, 9.90], [-26.63, -5.19, 8.68], [-27.24, -4.46, 5.47], [-27.68, -6.04, 6.09], [-26.26, -5.47, 3.60], [-26.71, -7.15, 4.21], [-23.76, -7.26, 3.12], [-21.51, -7.34, 4.19], [-20.61, -9.35, 6.58], [-19.44, -11.15, 5.30], [-17.31, -10.57, 4.04], [-16.78, -8.12, 3.64], [-18.37, -6.38, 4.31], [-17.68, -5.91, 6.88], [-16.46, -3.76, 6.56], [-17.56, -1.75, 5.59], [-20.04, -1.71, 5.48], [-21.31, -3.89, 5.69], [-18.07, -7.94, 9.14], [-23.75, -12.81, 5.01], [-24.91, -11.78, 4.99], [-24.90, -10.91, 6.20], [-23.74, -10.45, 6.63], [-23.85, -9.72, 7.79], [-25.10, -9.56, 8.14], [-25.44, -8.90, 9.30], [-26.30, -10.38, 7.10], [-23.54, -13.23, 4.03], [-23.98, -13.68, 5.64], [-22.82, -12.36, 5.40], [-25.89, -12.22, 4.88], [-24.81, -11.13, 4.06], [-24.79, -8.19, 9.61], [-26.41, -8.77, 9.49], [-13.50, 0.05, 10.97], [-14.69, -1.12, 10.43], [-14.37, -2.51, 10.49], [-15.32, -3.44, 10.11], [-16.65, -3.06, 9.85], [-17.67, -4.01, 9.63], [-16.95, -1.66, 9.79], [-15.95, -0.70, 10.04], [-13.38, -2.80, 10.88], [-15.14, -4.50, 10.23], [-18.66, -3.67, 9.34], [-17.48, -5.09, 9.66], [-17.99, -1.41, 9.47], [-16.14, 0.38, 9.90]],
  "mulliken_spin": [3.10, -0.01, -0.26, 0.10, 0.00, 0.00, 0.00, 0.00, 0.00, 0.00, 0.00, 0.01, 0.01, -0.10, -0.05, 0.01, 0.00, 0.01, -0.01, 0.02, 0.02, 0.03, -0.01, 0.00, 0.00, 0.00, -0.06, -0.01, 0.00, 0.01, 0.00, 0.00, 0.00, 0.00, 0.01, 0.00, 0.01, 0.02, 0.08, -0.03, 0.01, 0.00, 0.00, 0.00, 0.00, 0.04, -0.07, 0.01, 0.00, 0.00, 0.01, -0.01, 0.01, 0.00, 0.00, 0.00, 0.00, 0.00, 0.00, 0.00, 0.00, -0.01, 0.00, 0.00, 0.00, 0.00, 0.01, 0.00, 0.00, 0.00, 0.00, 0.00, 0.00, 0.00, 0.00, 0.00, 0.00, 0.00, 0.00, 0.01, 0.00, 0.00, 0.00, 0.00, 0.00, 0.01, 0.00, 0.00, 0.00, 0.04, 0.00, 0.00, 0.00, 0.00, 0.00, 0.00, 0.00, 0.00, 0.00, 0.00, 0.00, 0.00, 0.00, 0.00, 0.00, 0.02, 0.21, -0.11, 0.19, 0.04, 0.46, 0.21, -0.11, 0.00, 0.01, 0.07, 0.03, 0.02, 0.00]
}

---

{
  "formula": "C59H49CsF5N9O6STe",
  "method": "ωB97M-V/def2-TZVPD",
  "homo_ev": -1.28,
  "charge": -2,
  "lumo_energy_ev": 1.817,
  "species": ["Cs", "F", "C", "C", "F", "C", "F", "C", "S", "C", "F", "C", "F", "N", "C", "N", "C", "N", "N", "C", "N", "C", "C", "C", "C", "C", "N", "H", "H", "H", "H", "H", "H", "H", "H", "O", "N", "O", "C", "C", "C", "C", "C", "C", "N", "C", "C", "N", "C", "C", "C", "C", "H", "H", "H", "H", "H", "H", "H", "C", "C", "C", "O", "C", "C", "O", "C", "O", "C", "C", "C", "C", "C", "C", "C", "C", "C", "C", "C", "C", "C", "O", "C", "C", "C", "C", "C", "C", "C", "C", "C", "C", "C", "C", "H", "H", "H", "H", "H", "H", "H", "H", "H", "H", "H", "H", "H", "H", "H", "H", "H", "H", "H", "H", "H", "H", "H", "H", "H", "H", "H", "H", "C", "Te", "C", "H", "H", "H", "H", "H", "H"],
  "positions_angstrom": [[-0.49, 0.05, 0.35], [-2.61, 6.06, 2.96], [-2.69, 4.72, 2.76], [-2.04, 4.11, 1.69], [-1.29, 4.85, 0.85], [-2.12, 2.75, 1.50], [-1.45, 2.24, 0.44], [-2.85, 1.90, 2.36], [-2.93, 0.22, 2.20], [-3.53, 2.56, 3.41], [-4.27, 1.83, 4.27], [-3.45, 3.92, 3.61], [-4.08, 4.48, 4.67], [-3.74, -1.20, -0.97], [-3.63, -1.50, -2.27], [-4.76, -1.72, -2.96], [-4.57, -2.11, -4.21], [-5.68, -2.46, -4.92], [-3.39, -2.24, -4.82], [-2.34, -1.97, -4.05], [-2.40, -1.63, -2.78], [-1.01, -2.04, -4.69], [-0.91, -2.33, -6.05], [0.34, -2.33, -6.64], [1.45, -2.08, -5.85], [1.24, -1.83, -4.50], [0.05, -1.80, -3.94], [-4.60, -0.83, -0.61], [-2.90, -0.86, -0.51], [-6.56, -2.16, -4.54], [-5.59, -2.54, -5.92], [-1.80, -2.54, -6.62], [0.45, -2.54, -7.70], [2.45, -2.06, -6.27], [2.07, -1.63, -3.84], [-7.67, 6.01, -1.93], [-6.61, 6.10, -2.58], [-6.45, 7.00, -3.43], [-5.58, 5.18, -2.41], [-4.52, 5.24, -3.31], [-3.51, 4.27, -3.34], [-2.46, 4.29, -4.29], [-1.54, 3.27, -4.29], [-1.68, 2.24, -3.35], [-2.65, 2.19, -2.46], [-3.54, 3.18, -2.43], [-4.59, 3.14, -1.44], [-4.56, 2.12, -0.57], [-5.48, 2.06, 0.37], [-6.48, 3.01, 0.52], [-6.55, 4.05, -0.38], [-5.60, 4.14, -1.41], [-4.51, 6.05, -4.02], [-2.41, 5.10, -5.00], [-0.73, 3.26, -5.00], [-1.00, 1.40, -3.35], [-5.40, 1.22, 1.05], [-7.20, 2.94, 1.33], [-7.33, 4.80, -0.30], [0.15, -3.56, 4.48], [1.46, -2.85, 4.08], [2.56, -3.18, 5.09], [1.24, -1.46, 4.03], [1.24, -1.01, 2.67], [1.28, -2.36, 1.89], [1.90, -3.24, 2.80], [1.74, -2.49, 0.40], [1.09, -1.58, -0.35], [1.36, -3.94, 0.00], [1.98, -5.05, 0.56], [1.66, -6.33, 0.15], [0.70, -6.52, -0.83], [0.07, -5.43, -1.39], [0.39, -4.15, -0.97], [3.25, -2.50, 0.16], [3.64, -2.26, -1.16], [4.97, -2.25, -1.51], [5.94, -2.54, -0.57], [5.56, -2.87, 0.71], [4.22, -2.84, 1.08], [2.28, 0.15, 2.43], [2.42, 0.41, 1.10], [3.63, -0.12, 3.10], [4.77, -0.23, 2.31], [6.02, -0.37, 2.87], [6.16, -0.42, 4.24], [5.03, -0.34, 5.04], [3.78, -0.17, 4.48], [1.73, 1.45, 3.08], [2.26, 2.63, 2.56], [1.73, 3.86, 2.88], [0.67, 3.95, 3.77], [0.17, 2.79, 4.34], [0.69, 1.55, 4.00], [-0.13, -3.25, 5.48], [0.30, -4.64, 4.44], [-0.64, -3.29, 3.78], [2.29, -2.77, 6.06], [3.49, -2.73, 4.76], [2.69, -4.26, 5.16], [0.27, -0.55, 2.46], [0.21, -2.65, 1.82], [2.73, -4.91, 1.33], [2.16, -7.18, 0.60], [0.46, -7.53, -1.15], [-0.68, -5.57, -2.15], [-0.09, -3.29, -1.42], [2.86, -2.14, -1.89], [5.25, -2.02, -2.53], [6.99, -2.52, -0.85], [6.31, -3.15, 1.45], [3.94, -3.07, 2.10], [4.64, -0.18, 1.23], [6.89, -0.43, 2.22], [7.15, -0.52, 4.69], [5.14, -0.41, 6.12], [2.91, -0.08, 5.12], [3.08, 2.55, 1.87], [2.13, 4.75, 2.41], [0.22, 4.91, 4.00], [-0.65, 2.86, 5.04], [0.27, 0.66, 4.46], [3.95, 2.05, -0.81], [2.41, 0.58, -1.20], [2.68, 1.29, -3.31], [3.51, 3.04, -0.81], [4.71, 2.00, -1.58], [4.39, 1.85, 0.16], [3.63, 1.01, -3.76], [2.61, 2.38, -3.28], [1.88, 0.94, -3.95]],
  "mulliken_charge": [1.63, -0.43, 0.59, -0.05, -0.48, -0.93, -0.65, 1.34, -0.15, 0.22, -0.42, 0.20, -0.40, -0.13, 0.51, -0.73, 0.25, -0.40, -0.69, -0.21, 0.06, 0.89, -0.82, -0.38, -1.24, -0.23, 0.50, 0.26, -0.35, 0.26, 0.25, 0.48, 0.40, 0.45, 0.57, -0.64, 1.02, -0.67, -0.51, -0.63, 0.62, -0.77, -1.20, -0.26, 0.23, 0.36, 0.29, 0.18, -0.24, -1.05, -0.65, 0.42, 0.53, 0.45, 0.45, 0.67, 0.45, 0.46, 0.51, -1.92, 1.55, -1.81, -0.29, -0.23, -2.22, -0.15, 2.20, -0.58, 0.45, -0.15, -1.06, -0.66, -0.90, -0.53, 0.33, -1.22, -0.68, -0.90, -0.75, 0.59, 1.76, -0.69, 0.60, -0.58, -0.77, -0.82, -0.76, -0.29, 0.11, -0.63, -1.00, -0.61, -0.95, 0.30, 0.43, 0.39, 0.35, 0.37, 0.31, 0.44, -1.06, 0.59, 0.28, 0.39, 0.37, 0.49, 0.41, 0.85, 0.41, 0.34, 0.45, 0.23, 0.20, 0.50, 0.37, 0.38, 0.39, 0.21, 0.41, 0.41, 0.46, 0.47, -1.37, 2.14, -1.48, 0.31, 0.46, 0.24, 0.35, 0.36, 0.22]
}

---

Respective max |F| values: 3.10; 3.43 eV/Å.
Respective total energy values: -6017.76510; -4407.55265 a.u..
Respective energy above the lowest of the compared OMol25 structures with the same formula, charge and spin values: 0.0; 57.2 kcal per mole.